Entry 1:
The following is a DFT calculation (ωB97M-V/def2-TZVPD) of 2 unconnected molecules or ions with the total composition C12H17N in a non-equilibrium geometry.

ORCA input file:
```
! wB97M-V def2-TZVPD RIJCOSX def2/J DEFGRID3
* xyz 0 1
C 1.464 0.516 -1.721
C 1.720 1.887 -2.498
C 2.039 -0.632 -2.565
H 0.467 0.181 -1.406
H 2.049 0.744 -0.828
H 2.148 1.573 -3.450
H 0.749 2.185 -2.921
H 2.014 -1.640 -2.166
H 2.143 2.661 -1.877
H 3.074 -0.276 -2.766
H 1.488 -0.622 -3.502
C -1.209 2.246 0.398
C -2.789 0.295 0.432
C -1.568 0.847 0.701
C -1.633 -1.285 1.551
C -0.791 -0.182 1.355
C -1.276 -2.526 2.092
C 0.554 -0.321 1.697
C 0.077 -2.579 2.385
C 0.901 -1.426 2.447
N -2.913 -0.906 1.100
H -3.660 0.764 0.020
H -3.616 -1.617 1.017
H -0.845 2.869 1.213
H -2.004 2.839 -0.029
H -1.815 -3.415 2.360
H 1.250 0.509 1.751
H 0.391 -3.512 2.847
H 1.954 -1.595 2.659
H -0.363 2.422 -0.297
*
```

The gap between HOMO and LUMO comes out at 8.75 eV. As for the total energy: -522.15725 hartree. The strongest force on any atom is 0.0741 hartree/bohr. The value obtained for the energy relative to the best compared isomer or geometry (same formula, charge and spin) is 165.5 kJ/mol. The structure (SMILES) is Cc1c[nH]c2ccccc12.CCC.

Atomic partial charges in e from the natural (NBO) method, atoms 1 to 6:
1. C -0.403
2. C -0.634
3. C -0.606
4. H 0.209
5. H 0.191
6. H 0.214

=====

Entry 2:
The following is a DFT calculation (ωB97M-V/def2-TZVPD) of a gas-phase ion, C12H17N2O (charge +1) in a non-equilibrium geometry.

ORCA input file:
```
! wB97M-V def2-TZVPD RIJCOSX def2/J DEFGRID3
* xyz 1 1
C -3.756 0.909 0.553
C -3.600 0.046 -0.528
C -2.633 1.435 1.128
C -2.341 -0.324 -1.006
C -1.408 0.975 0.756
C -1.232 0.154 -0.354
C 1.235 1.298 -0.622
C 1.710 -0.276 1.144
C 0.179 -0.238 -0.775
C 1.047 -1.194 0.062
C 0.172 -2.195 0.713
C 2.078 -1.746 -0.905
N 2.017 0.933 0.353
N 1.285 2.376 -1.347
O 2.960 1.844 0.810
H -4.640 1.289 1.069
H -4.370 -0.249 -1.183
H -2.717 1.971 2.125
H -2.254 -1.047 -1.850
H -0.518 1.411 1.171
H 1.044 -0.054 2.040
H 2.644 -0.645 1.491
H 0.166 -0.520 -1.808
H -0.465 -2.668 -0.036
H -0.454 -1.656 1.325
H 0.570 -2.987 1.358
H 1.662 -2.023 -1.798
H 2.453 -2.600 -0.467
H 2.803 -0.988 -1.342
H 0.792 2.371 -2.224
H 1.956 3.055 -1.177
H 3.615 1.344 1.325
*
```

The gap between HOMO and LUMO comes out at 9.86 eV. As for the total energy: -651.87842 hartree. The strongest force on any atom is 0.0974 hartree/bohr. The value obtained for the energy relative to the best compared isomer or geometry (same formula, charge and spin) is 375.1 kJ/mol. The structure (SMILES) is CC1(C)CN(O)C(=[NH2+])[C@@H]1c1ccccc1.

Atomic partial charges in e from the natural (NBO) method, atoms 1 to 6:
1. C -0.193
2. C -0.187
3. C -0.192
4. C -0.191
5. C -0.213
6. C -0.097

=====

Entry 3:
The following is a DFT calculation (ωB97M-V/def2-TZVPD) of C12H17N3 in the gas phase in a non-equilibrium geometry.

ORCA input file:
```
! wB97M-V def2-TZVPD RIJCOSX def2/J DEFGRID3
* xyz 0 1
C -1.782 0.185 0.716
C -0.783 2.157 0.659
C -2.365 0.975 1.636
C 0.837 2.634 -3.667
C 0.142 2.276 -2.581
C 0.305 0.881 -2.120
C -0.108 0.326 -0.982
C 0.492 -1.312 -0.639
C -3.354 0.753 2.714
C 2.843 -1.562 0.142
C 0.895 -2.647 1.490
C 1.394 -1.435 0.596
N -1.689 2.222 1.583
N 0.299 -2.174 -1.524
N -0.750 0.922 0.073
H -2.031 -0.864 0.360
H -0.202 3.016 0.408
H 0.632 3.637 -4.039
H 1.632 2.115 -3.980
H -0.511 2.818 -1.947
H 0.811 0.106 -2.642
H -3.310 -0.253 2.967
H -3.036 1.421 3.547
H -4.328 1.122 2.279
H 3.105 -2.641 -0.377
H 3.422 -1.310 1.079
H 3.042 -0.693 -0.477
H 1.332 -3.711 1.090
H 1.342 -2.568 2.413
H -0.185 -2.842 1.567
H 1.175 -0.483 1.005
H 0.734 -3.069 -1.350
*
```

The gap between HOMO and LUMO comes out at 9.16 eV. As for the total energy: -631.58311 hartree. The strongest force on any atom is 0.1073 hartree/bohr. The value obtained for the energy relative to the best compared isomer or geometry (same formula, charge and spin) is 382.0 kJ/mol. The structure (SMILES) is [H]/N=C(/C(=C/C=C)n1cnc(C)c1)C(C)C.

Atomic partial charges in e from the natural (NBO) method, atoms 1 to 6:
1. C -0.108
2. C 0.186
3. C 0.112
4. C -0.352
5. C -0.212
6. C -0.254

=====

Entry 4:
The following is a DFT calculation (ωB97M-V/def2-TZVPD) of a molecular structure, C12H17N7OSW.

ORCA input file:
```
! wB97M-V def2-TZVPD RIJCOSX def2/J DEFGRID3
* xyz 4 3
W -0.154 -0.704 -0.511
C 3.778 1.172 -1.428
C 2.366 0.776 -1.244
N 1.935 -0.244 -0.549
N 2.814 -1.203 -0.054
C 2.412 -2.479 -0.127
N 3.173 -3.481 0.190
S 0.754 -2.802 -0.699
C 1.269 1.464 -1.957
C 1.424 2.594 -2.716
C 0.333 3.072 -3.471
C -0.866 2.386 -3.448
C -0.974 1.250 -2.655
N 0.059 0.803 -1.908
H 4.459 0.755 -0.690
H 3.877 2.258 -1.385
H 4.106 0.856 -2.427
H 3.770 -0.941 0.168
H 4.142 -3.376 0.484
H 2.835 -4.439 0.129
H 2.372 3.113 -2.761
H 0.450 3.964 -4.077
H -1.717 2.706 -4.036
H -1.893 0.675 -2.617
C -3.784 -0.509 3.918
N -3.019 -0.591 2.654
C -3.610 -1.049 1.395
C -2.433 -0.921 0.502
O -2.223 -1.151 -0.716
N -1.338 -0.475 1.180
C -1.745 -0.289 2.521
N -0.943 0.129 3.468
H -4.840 -0.610 3.682
H -3.629 0.468 4.376
H -3.485 -1.315 4.588
H -4.443 -0.415 1.070
H -3.964 -2.086 1.445
H 0.008 0.405 3.285
H -1.272 0.234 4.422
*
```

The gap between HOMO and LUMO (alpha / beta) comes out at 7.45 / 7.56 eV. As for the total energy: -1389.76037 hartree. The strongest force on any atom is 0.0045 hartree/bohr. The value obtained for the energy relative to the best compared isomer or geometry (same formula, charge and spin) is 5.2 kJ/mol.

Atomic partial charges in e from the natural (NBO) method, atoms 1 to 6:
1. W 1.690
2. C -0.719
3. C 0.439
4. N -0.385
5. N -0.403
6. C 0.384

=====

> What is the strongest force on any atom in the second record?

0.0974 hartree/bohr